(1)
{
  "formula": "C4H12FN2OP",
  "method": "ωB97M-V/def2-TZVPD",
  "total_energy_ev": -21377.1707,
  "charge": 0,
  "smiles": "CC[C@H](NC)OP(N)F",
  "largest_force_ev_per_a": 4.252,
  "de_lowest_ev": 0.704,
  "gap_ev": 9.998,
  "homo_energy_ev": -8.9483,
  "species": ["C", "C", "C", "C", "N", "N", "O", "F", "P", "H", "H", "H", "H", "H", "H", "H", "H", "H", "H", "H", "H"],
  "coordinates": [[-0.308, 0.630, -2.148], [-2.034, -1.112, 1.188], [-0.096, -0.796, -1.592], [-0.006, -0.810, -0.075], [-1.240, -0.263, 0.364], [2.725, 1.122, 1.810], [1.160, -0.074, 0.387], [1.418, 2.251, -0.076], [1.170, 1.282, 1.216], [-1.106, 1.082, -1.507], [0.654, 1.268, -1.992], [-0.706, 0.649, -3.183], [-1.427, -1.718, 1.949], [-2.629, -1.933, 0.704], [-2.882, -0.497, 1.659], [0.842, -1.174, -1.888], [-0.991, -1.271, -1.831], [-1.147, 0.692, 0.919], [0.116, -1.731, 0.371], [3.127, 1.478, 2.649], [3.359, 0.925, 1.078]],
  "forces_ev_per_a": [[0.9, 1.2, 1.2], [-1.8, -1.4, 1.9], [1.2, 2.3, 0.8], [-0.4, 2.9, -1.0], [-1.1, 3.3, 2.5], [-1.0, -0.1, -0.4], [-0.1, -0.9, -0.6], [0.1, 0.1, 0.5], [0.1, 0.8, 0.6], [0.6, -0.1, -0.6], [-1.8, -1.1, -0.7], [0.6, -0.1, 0.5], [-0.7, 1.1, -0.4], [0.7, 0.8, -0.5], [1.5, -0.8, -0.2], [0.8, -1.1, -1.3], [-1.0, -1.8, -0.6], [0.0, -2.7, -1.8], [0.3, -2.4, 0.5], [-0.2, 0.4, 0.3], [1.1, -0.3, -0.5]]
}

(2)
{
  "formula": "C40H88BN4O18",
  "method": "ωB97M-V/def2-TZVPD",
  "total_energy_ev": -86400.1637,
  "charge": -1,
  "largest_force_ev_per_a": 6.471,
  "de_lowest_ev": 4.107,
  "gap_ev": 7.243,
  "homo_energy_ev": -5.8635,
  "species": ["O", "C", "O", "B", "O", "C", "O", "O", "C", "O", "C", "O", "O", "C", "C", "C", "C", "C", "C", "N", "O", "C", "C", "C", "H", "H", "H", "H", "H", "H", "H", "H", "H", "H", "H", "H", "H", "H", "H", "H", "H", "H", "H", "C", "C", "C", "C", "C", "C", "N", "O", "C", "C", "C", "H", "H", "H", "H", "H", "H", "H", "H", "H", "H", "H", "H", "H", "H", "H", "H", "H", "H", "H", "C", "C", "C", "C", "C", "C", "N", "O", "C", "C", "C", "H", "H", "H", "H", "H", "H", "H", "H", "H", "H", "H", "H", "H", "H", "H", "H", "H", "H", "H", "C", "C", "C", "C", "C", "C", "N", "O", "C", "C", "C", "H", "H", "H", "H", "H", "H", "H", "H", "H", "H", "H", "H", "H", "H", "H", "H", "H", "H", "H", "O", "H", "H", "O", "H", "H", "O", "H", "H", "O", "H", "H", "O", "H", "H", "O", "H", "H"],
  "coordinates": [[0.865, 13.629, -19.910], [1.445, 12.574, -19.982], [1.212, 11.554, -20.848], [2.306, 10.584, -20.796], [3.123, 10.984, -19.608], [2.617, 12.154, -19.133], [2.820, 12.765, -18.062], [3.152, 10.459, -21.970], [2.970, 9.397, -22.581], [3.532, 8.992, -23.612], [2.097, 8.486, -21.650], [1.777, 9.168, -20.617], [1.769, 7.282, -21.851], [-0.652, 6.895, -16.531], [0.796, 7.069, -17.068], [1.783, 6.476, -15.989], [1.783, 4.909, -15.912], [1.980, 4.252, -17.237], [1.124, 4.924, -18.393], [1.080, 6.387, -18.284], [0.351, 6.962, -19.326], [1.951, 4.570, -19.707], [-0.275, 4.174, -18.323], [1.193, 8.583, -17.133], [-1.057, 5.908, -16.306], [-1.372, 7.289, -17.248], [-0.802, 7.621, -15.732], [2.839, 6.718, -16.116], [1.509, 6.727, -14.964], [0.798, 4.578, -15.583], [2.560, 4.539, -15.244], [1.769, 3.213, -16.983], [3.043, 4.170, -17.464], [2.869, 5.152, -19.776], [2.271, 3.545, -19.893], [1.369, 4.903, -20.566], [-0.543, 3.803, -17.333], [-1.153, 4.712, -18.679], [-0.199, 3.319, -18.995], [0.849, 9.061, -18.050], [2.254, 8.812, -17.032], [0.760, 9.214, -16.356], [1.010, 7.294, -19.940], [3.976, 5.380, -26.711], [5.148, 5.819, -25.834], [6.392, 4.979, -26.146], [7.726, 5.557, -25.654], [7.990, 6.941, -26.101], [6.780, 7.862, -25.821], [5.447, 7.235, -26.125], [4.352, 8.065, -25.977], [6.894, 8.361, -24.357], [6.920, 9.177, -26.684], [4.826, 5.715, -24.266], [3.060, 5.909, -26.450], [3.719, 4.323, -26.646], [4.060, 5.685, -27.754], [6.260, 4.098, -25.518], [6.385, 4.665, -27.189], [8.600, 5.030, -26.036], [7.840, 5.527, -24.570], [8.351, 7.000, -27.128], [8.799, 7.383, -25.519], [6.008, 8.938, -24.090], [7.153, 7.601, -23.620], [7.785, 8.974, -24.491], [6.660, 9.134, -27.742], [6.379, 10.006, -26.228], [7.915, 9.596, -26.829], [4.058, 6.441, -23.997], [5.727, 5.927, -23.691], [4.451, 4.751, -23.923], [4.261, 8.276, -25.045], [3.473, 17.405, -14.792], [2.954, 15.936, -14.825], [2.362, 15.676, -13.295], [0.884, 16.087, -13.093], [0.023, 15.618, -14.316], [0.498, 16.170, -15.714], [1.939, 15.684, -15.862], [2.448, 15.644, -17.203], [-0.365, 15.519, -16.800], [0.621, 17.689, -15.713], [4.125, 14.958, -14.998], [2.949, 18.134, -14.173], [3.327, 17.746, -15.817], [4.504, 17.346, -14.446], [2.420, 14.624, -13.017], [2.888, 16.285, -12.560], [0.859, 17.157, -12.889], [0.704, 15.679, -12.099], [-0.996, 15.953, -14.121], [-0.022, 14.532, -14.409], [-0.341, 16.013, -17.771], [-0.124, 14.456, -16.835], [-1.321, 15.678, -16.301], [1.108, 18.136, -14.847], [1.218, 18.043, -16.554], [-0.337, 18.198, -15.822], [4.832, 15.295, -15.756], [3.941, 13.923, -15.286], [4.595, 14.724, -14.043], [2.377, 14.734, -17.501], [6.351, 4.785, -18.806], [6.280, 6.251, -19.286], [5.408, 6.962, -18.295], [5.438, 8.509, -18.364], [6.849, 8.922, -18.130], [7.879, 8.366, -19.165], [7.657, 6.921, -19.306], [8.536, 6.248, -20.087], [7.932, 9.069, -20.564], [9.279, 8.563, -18.615], [5.669, 6.255, -20.773], [7.036, 4.140, -19.356], [5.402, 4.318, -18.547], [6.732, 4.958, -17.800], [4.428, 6.584, -18.585], [5.486, 6.586, -17.275], [4.797, 9.065, -17.681], [5.163, 8.891, -19.348], [7.185, 8.454, -17.205], [6.840, 10.011, -18.091], [8.649, 8.666, -21.279], [6.933, 9.050, -21.000], [8.264, 10.097, -20.419], [9.417, 8.035, -17.671], [10.053, 8.254, -19.317], [9.404, 9.615, -18.359], [6.421, 5.933, -21.493], [5.250, 7.174, -21.184], [4.842, 5.567, -20.947], [9.098, 5.808, -19.445], [-1.572, 15.360, -20.173], [-0.830, 14.960, -19.719], [-2.053, 14.621, -20.544], [0.355, 15.219, -22.782], [0.112, 14.397, -23.208], [0.340, 15.018, -21.846], [3.281, 12.535, -24.205], [2.332, 12.616, -24.298], [3.400, 11.827, -23.572], [1.409, 12.523, -15.667], [1.884, 12.258, -16.454], [1.707, 13.417, -15.497], [1.422, 9.644, -25.859], [2.124, 9.514, -25.222], [1.771, 9.287, -26.676], [-1.830, 9.997, -21.788], [-2.232, 9.253, -21.340], [-0.937, 10.030, -21.444]],
  "forces_ev_per_a": [[0.3, -1.3, -0.1], [-0.6, 0.2, -1.5], [0.1, 0.8, 0.0], [-0.4, -0.4, 2.0], [-0.6, 2.0, 0.7], [0.3, -0.1, 2.9], [0.6, -2.2, -3.2], [0.6, 4.1, 0.8], [0.9, -5.7, -2.9], [-1.6, 1.5, 2.3], [-0.9, -4.8, -2.4], [-0.1, 2.0, 1.0], [1.4, 4.2, 0.6], [-0.5, 1.4, -0.7], [1.0, -0.2, 2.8], [-0.1, -2.1, 0.4], [-0.6, 1.3, -0.3], [0.3, 0.5, -0.2], [0.7, -2.2, 0.3], [1.5, -0.3, -0.4], [-1.0, -0.4, -0.1], [-1.1, 1.1, -0.2], [0.4, 0.2, -0.9], [-0.6, 0.3, -0.5], [0.7, -0.1, 0.3], [0.1, 0.0, -0.6], [0.1, -0.5, 0.6], [-0.1, 0.6, -0.5], [-0.2, 0.8, -0.1], [0.0, 0.0, 0.6], [-0.2, 0.2, 0.4], [-0.7, -0.3, -1.0], [0.2, 0.7, -0.4], [0.0, 0.2, 0.5], [-0.5, -0.3, 0.6], [-0.1, -0.2, -0.2], [0.3, 0.1, 0.1], [0.3, 0.5, -0.1], [0.0, -0.2, 0.1], [0.0, -0.2, -0.2], [0.2, -0.6, -0.3], [-0.4, -0.5, 0.4], [0.1, -0.1, -0.2], [-0.9, 0.5, 0.1], [0.2, 0.9, 1.6], [0.1, -0.4, 1.0], [0.6, -0.4, -0.3], [-0.8, 1.6, 0.0], [-0.8, 1.0, -0.4], [1.8, -1.0, -1.6], [0.1, 0.3, -0.3], [0.6, -0.1, -0.9], [-0.1, 0.2, -0.2], [-0.1, -0.1, -1.1], [0.0, 0.1, 0.5], [0.4, -0.1, 0.1], [0.7, -0.3, -0.1], [-0.1, -0.5, -0.4], [0.3, 0.2, -0.1], [-0.2, -0.9, 0.0], [-0.4, -0.2, 0.1], [-0.5, -0.1, -0.3], [0.2, -0.1, 0.1], [0.3, 0.1, 0.3], [-0.3, -0.1, 0.0], [-0.1, 0.6, 0.9], [-0.8, -0.7, 0.1], [-0.4, -0.1, -0.1], [0.7, -0.5, 0.9], [0.0, 0.1, 0.0], [0.0, 0.1, -0.1], [0.0, -0.2, -0.3], [-0.1, 0.0, 0.4], [0.1, -0.7, -0.7], [-0.9, 0.0, 2.1], [-0.8, 0.3, -1.9], [1.2, -0.4, -1.0], [0.2, 0.9, 0.6], [3.0, -0.1, 0.8], [-0.9, -2.2, 0.8], [-0.2, 1.5, 1.0], [0.0, 0.9, 1.3], [-0.9, 0.9, -0.6], [0.5, -0.4, -0.1], [-0.2, -0.4, 0.3], [0.9, 0.3, -0.1], [0.1, 0.4, -0.4], [0.3, -0.1, -0.2], [0.7, -0.2, -0.3], [-0.3, 0.2, -0.6], [-1.0, -0.5, -0.2], [-0.2, 0.1, -0.3], [0.2, -0.1, 0.2], [0.1, -0.1, 0.2], [-0.1, 0.0, -0.2], [-0.7, -0.4, -0.8], [-0.3, -0.5, 0.1], [0.0, -0.3, -0.3], [-0.3, 0.0, 0.1], [0.2, 0.3, 0.3], [-1.1, 0.1, -0.4], [0.5, 0.9, 0.2], [-0.1, -0.5, 0.1], [1.0, 1.0, 1.2], [0.7, 0.6, -2.5], [-2.2, 0.9, -0.4], [0.1, -0.9, -0.6], [1.0, -0.2, -0.6], [0.5, -0.1, -1.5], [-3.1, -0.6, 2.7], [1.2, -0.5, -1.2], [-0.9, 0.3, 0.7], [0.2, 0.2, 0.8], [0.2, -0.1, 0.3], [-0.3, 0.0, -0.1], [-0.3, 0.1, -0.9], [0.7, -0.5, 0.2], [-0.5, 0.3, 0.1], [0.7, 0.2, 0.2], [-0.2, -0.6, 0.3], [-0.3, -0.3, -0.3], [0.0, 0.5, 0.4], [0.7, 0.1, 0.1], [-0.1, -0.6, 0.3], [0.0, 0.2, -0.3], [-0.3, 0.2, 0.0], [0.0, -0.3, 0.0], [-0.1, 0.1, 0.0], [0.2, 0.1, -0.2], [0.3, 0.0, 0.2], [0.3, 0.6, 0.5], [-0.1, -0.4, 0.6], [0.3, -0.2, -0.1], [-0.2, 0.4, 0.0], [0.3, -0.2, 0.1], [-0.1, -0.2, -0.1], [0.2, 0.2, -0.3], [-0.1, -0.2, -0.1], [-0.1, 0.0, 0.4], [0.2, 0.2, -0.1], [-0.2, 0.0, -0.1], [0.1, -0.2, 0.2], [-0.5, -0.6, 0.4], [0.2, 0.0, -0.2], [0.1, 0.7, 0.0], [-0.5, 0.2, 0.0], [0.3, -0.1, 0.1], [0.2, -0.1, -0.1], [-0.2, 0.2, -0.2], [-0.1, -0.2, 0.1], [0.3, 0.1, 0.1]]
}